Record 1
The following is a quantum chemistry calculation of a molecular structure, C43H38N6OP2PtSTe in a non-equilibrium geometry, from the OMol25 dataset.

Geometry as ORCA input:
```
! wB97M-V def2-TZVPD RIJCOSX def2/J DEFGRID3
* xyz 0 1
Pt -0.260 0.031 0.753
Te 0.233 -4.270 -1.938
C -0.223 -5.884 -0.638
C -1.079 -6.902 -1.047
C -1.412 -7.905 -0.145
N -0.964 -7.951 1.112
C -0.134 -6.972 1.487
C 0.268 -5.933 0.659
C 0.274 -2.759 -0.522
P 1.776 -1.814 -0.139
C 3.066 -3.094 0.172
C 3.411 -3.527 1.456
C 4.398 -4.490 1.647
C 5.054 -5.033 0.552
C 4.732 -4.598 -0.728
C 3.756 -3.628 -0.915
C 1.282 -1.199 1.536
C 2.110 -0.024 2.083
C 2.083 0.189 3.583
C 0.912 -0.406 4.357
C 0.423 -1.713 3.840
C 0.610 -2.041 2.549
P -1.088 -1.648 -0.536
C -1.404 -1.149 -2.273
C -0.505 -0.229 -2.827
C -0.596 0.136 -4.162
C -1.594 -0.409 -4.963
C -2.485 -1.324 -4.425
C -2.388 -1.701 -3.087
C -2.574 -2.543 0.004
C -3.842 -1.981 -0.174
C -4.974 -2.662 0.250
C -4.848 -3.903 0.863
C -3.589 -4.447 1.077
C -2.454 -3.761 0.660
H -1.499 -6.906 -2.048
H -2.088 -8.704 -0.441
H 0.228 -7.022 2.511
H 0.945 -5.170 1.022
H 2.895 -3.114 2.318
H 4.652 -4.816 2.650
H 5.820 -5.785 0.697
H 5.254 -5.009 -1.584
H 3.532 -3.276 -1.913
H 3.082 0.105 1.620
H 3.023 0.309 4.102
H 1.092 -0.378 5.424
H -0.122 -2.357 4.517
H 0.244 -2.995 2.181
H 0.278 0.179 -2.198
H 0.112 0.843 -4.583
H -1.670 -0.128 -6.007
H -3.262 -1.754 -5.046
H -3.077 -2.430 -2.685
H -3.938 -1.006 -0.641
H -5.955 -2.225 0.106
H -5.734 -4.444 1.176
H -3.483 -5.408 1.565
H -1.465 -4.172 0.827
N -2.384 0.763 3.333
C -1.265 0.788 3.598
N 0.023 0.868 4.029
C 1.071 1.240 3.148
N 1.124 1.125 1.865
C 2.565 5.896 1.800
C 1.715 4.633 1.700
C 0.695 4.771 0.584
N -0.206 3.621 0.564
C -0.820 3.068 -0.453
S -1.766 1.664 -0.300
N -0.708 3.624 -1.707
C -0.758 4.959 -2.162
O -0.383 5.212 -3.276
C -1.357 5.982 -1.258
C -0.925 7.297 -1.387
C -1.506 8.293 -0.621
C -2.545 7.982 0.251
C -2.998 6.673 0.358
C -2.400 5.669 -0.391
H 3.326 5.796 2.574
H 1.949 6.766 2.039
H 3.076 6.096 0.853
H 1.194 4.466 2.651
H 2.350 3.764 1.513
H 1.202 4.837 -0.379
H 0.125 5.691 0.719
H -0.373 3.146 1.437
H -0.724 2.942 -2.455
H -0.134 7.523 -2.092
H -1.158 9.315 -0.707
H -3.011 8.763 0.838
H -3.822 6.433 1.018
H -2.765 4.650 -0.312
*
```

Results
Electronic energy: -96144.680 eV
Frontier orbital gap: 5.2 eV
F_max: 2.05 eV/Å
HOMO level: -6.23 eV
ΔE to the lowest compared entry with this formula, charge and spin: 142.21 kcal per mole


Record 2
The following is a quantum chemistry calculation of a molecular structure, C20H50N4O13V in a non-equilibrium geometry, from the OMol25 dataset.

Geometry as ORCA input:
```
! wB97M-V def2-TZVPD RIJCOSX def2/J DEFGRID3
* xyz -1 1
O -4.341 5.930 1.363
V -3.063 5.076 1.015
O -1.909 6.132 0.662
O -6.283 2.109 1.896
C -5.300 2.465 1.075
O -4.376 3.120 1.468
O -5.374 2.135 -0.141
H -6.812 1.900 1.124
O -0.195 1.711 0.870
C -1.171 2.275 0.125
O -1.588 1.662 -0.824
O -1.633 3.343 0.430
H 0.151 0.978 0.356
C 1.032 -0.073 -6.790
O 1.801 -1.245 -6.611
C 2.641 -1.161 -5.495
C 1.845 -0.874 -4.162
N 1.676 0.578 -3.959
C 1.854 0.987 -2.533
C 3.281 1.111 -2.167
O 3.778 -0.131 -1.623
C 5.150 -0.052 -1.310
H 0.946 0.100 -7.863
H 1.412 0.889 -6.447
H 0.041 -0.329 -6.415
H 3.363 -0.361 -5.659
H 3.153 -2.117 -5.384
H 2.461 -1.202 -3.325
H 0.945 -1.487 -4.195
H 0.770 0.833 -4.323
H 1.251 0.286 -1.957
H 1.440 1.996 -2.531
H 3.381 1.995 -1.538
H 3.888 1.290 -3.055
H 5.749 0.627 -1.918
H 5.715 -0.979 -1.218
H 5.171 0.494 -0.367
C -4.106 -2.035 0.623
C -3.683 -0.979 -0.420
C -2.710 -1.398 -1.582
O -2.506 -0.403 -2.586
C -1.891 -0.936 -3.797
N -4.907 -0.629 -1.133
H -4.851 -2.763 0.304
H -4.540 -1.430 1.418
H -3.257 -2.486 1.136
H -3.175 -0.148 0.070
H -3.107 -2.287 -2.070
H -1.730 -1.701 -1.214
H -2.634 -1.662 -4.129
H -0.915 -1.341 -3.532
H -2.006 -0.263 -4.647
H -5.467 0.045 -0.630
H -5.489 -1.406 -1.411
C 0.075 2.263 5.642
C 0.118 2.597 4.105
C 0.946 3.779 3.674
O 0.242 4.838 4.316
C 1.010 6.007 4.229
N 0.467 1.433 3.398
H -0.733 1.568 5.872
H -0.085 3.175 6.217
H 1.047 1.808 5.832
H -0.881 2.869 3.766
H 0.939 3.820 2.585
H 1.989 3.767 3.991
H 0.929 6.378 3.207
H 2.022 6.042 4.632
H 0.612 6.709 4.962
H 0.260 1.554 2.417
H -0.026 0.648 3.798
C 2.057 -6.263 1.605
C 1.835 -4.993 2.437
C 0.611 -4.170 1.963
O 0.829 -3.545 0.654
C 1.616 -2.304 0.682
N 1.840 -5.486 3.811
H 2.000 -6.131 0.524
H 1.394 -7.085 1.874
H 3.045 -6.617 1.900
H 2.690 -4.334 2.283
H 0.272 -3.408 2.664
H -0.187 -4.912 1.983
H 1.201 -1.634 -0.071
H 2.673 -2.475 0.477
H 1.534 -1.956 1.712
H 1.084 -6.154 3.865
H 2.696 -5.977 4.025
*
```

Results
Electronic energy: -79812.171 eV
Frontier orbital gap: 5.9 eV
F_max: 7.21 eV/Å
HOMO level: -5.46 eV
ΔE to the lowest compared entry with this formula, charge and spin: 0.00 kcal per mole


Record 3
The following is a quantum chemistry calculation of a single C4H8O2 molecule in a non-equilibrium geometry, from the OMol25 dataset.

Geometry as ORCA input:
```
! wB97M-V def2-TZVPD RIJCOSX def2/J DEFGRID3
* xyz 0 1
C 0.876 -1.101 0.081
C 1.222 0.213 -0.576
O 0.650 1.305 0.063
C -0.767 1.133 0.052
C -1.170 -0.183 0.703
O -0.540 -1.268 0.052
H 1.317 -1.887 -0.522
H 1.205 -1.240 1.126
H 1.934 0.394 -1.372
H 0.795 0.055 -1.741
H -1.226 1.992 0.551
H -1.055 1.122 -1.005
H -0.909 -0.172 1.774
H -2.250 -0.342 0.618
*
```

Results
Electronic energy: -8369.933 eV
Frontier orbital gap: 10.7 eV
F_max: 3.76 eV/Å
HOMO level: -9.58 eV
ΔE to the lowest compared entry with this formula, charge and spin: 77.21 kcal per mole


Record 4
The following is a quantum chemistry calculation of a molecular structure, C30H43BrCeCl2NP in a non-equilibrium geometry, from the OMol25 dataset.

Geometry as ORCA input:
```
! wB97M-V def2-TZVPD RIJCOSX def2/J DEFGRID3
* xyz -1 2
P 1.011 -0.388 -1.337
C 2.649 -0.412 -0.475
C 3.874 -0.708 -1.351
C 5.126 -0.850 -0.466
C 5.355 0.347 0.463
C 4.108 0.692 1.281
C 2.855 0.839 0.410
C 0.521 1.170 -2.177
C 1.464 1.679 -3.271
C 0.834 2.912 -3.953
C 0.443 4.022 -2.969
C -0.393 3.514 -1.790
C 0.204 2.267 -1.125
C 0.804 -1.854 -2.413
C 1.018 -3.128 -1.568
C 0.781 -4.414 -2.369
C -0.567 -4.445 -3.095
C -0.880 -3.153 -3.859
C -0.596 -1.872 -3.062
H 2.520 -1.274 0.218
H 4.014 0.105 -2.079
H 3.716 -1.635 -1.923
H 6.007 -1.004 -1.097
H 5.015 -1.750 0.154
H 6.194 0.137 1.140
H 5.637 1.218 -0.141
H 3.927 -0.102 2.017
H 4.270 1.621 1.838
H 1.977 0.999 1.057
H 2.969 1.725 -0.236
H -0.433 0.905 -2.681
H -0.071 2.588 -4.485
H 1.636 0.886 -4.016
H 2.441 1.945 -2.838
H 1.522 3.311 -4.704
H -0.119 4.803 -3.500
H 1.358 4.490 -2.585
H -0.494 4.304 -1.035
H -1.406 3.271 -2.138
H -0.492 1.876 -0.361
H 1.134 2.548 -0.610
H 1.592 -1.750 -3.183
H 2.036 -3.143 -1.148
H 0.324 -3.096 -0.712
H 1.592 -4.528 -3.097
H 0.851 -5.266 -1.685
H -1.362 -4.616 -2.356
H -0.584 -5.291 -3.790
H -1.934 -3.152 -4.159
H -0.294 -3.128 -4.785
H -0.725 -0.997 -3.716
H -1.341 -1.783 -2.255
Ce -1.620 -1.588 2.745
Cl -2.192 -1.356 0.275
Cl 0.769 -2.501 2.604
C -0.815 0.460 3.004
H 0.259 0.216 3.185
C -1.106 1.872 3.089
C -2.203 2.433 2.374
C -2.581 3.750 2.586
C -1.882 4.560 3.499
C -0.753 4.037 4.157
C -0.345 2.729 3.934
H -2.750 1.786 1.684
H -3.436 4.168 2.049
H -0.194 4.666 4.853
H 0.527 2.313 4.435
H -2.205 5.582 3.696
Br -6.311 -0.385 6.403
C -5.683 -1.406 4.920
C -6.495 -2.380 4.334
C -6.010 -3.098 3.238
C -4.704 -2.870 2.802
N -3.893 -1.985 3.439
C -4.381 -1.200 4.449
H -7.491 -2.549 4.727
H -6.617 -3.838 2.724
H -4.281 -3.395 1.940
H -3.696 -0.458 4.869
*
```

Results
Electronic energy: -150604.938 eV
Frontier orbital gap (spin up / spin down): 4.7 / 5.5 eV
F_max: 3.34 eV/Å
HOMO level (spin up / spin down): -2.58 / -3.22 eV


Record 5
The following is a quantum chemistry calculation of 2 unconnected molecules or ions with the total composition C11H14N2O in a non-equilibrium geometry, from the OMol25 dataset.

Geometry as ORCA input:
```
! wB97M-V def2-TZVPD RIJCOSX def2/J DEFGRID3
* xyz 0 1
C 0.516 -3.610 0.450
C 0.040 -2.257 0.003
C -1.147 -1.684 0.341
N -1.318 -0.517 -0.415
C -0.179 -0.296 -1.138
C 0.119 0.723 -2.051
C 1.325 0.625 -2.716
C 2.197 -0.453 -2.529
C 1.905 -1.460 -1.635
C 0.675 -1.390 -0.953
H 1.408 -3.889 -0.110
H -0.174 -4.431 0.262
H 0.757 -3.626 1.505
H -1.953 -1.913 1.011
H -2.187 -0.025 -0.510
H -0.638 1.423 -2.377
H 1.571 1.385 -3.450
H 3.069 -0.541 -3.173
H 2.540 -2.292 -1.352
C -0.971 3.682 1.597
C -1.221 2.626 2.631
N -0.637 1.424 2.388
O -1.855 2.825 3.648
H -0.830 4.646 2.068
H -1.861 3.774 0.977
H -0.104 3.440 0.986
H -0.959 0.647 2.957
H -0.090 1.165 1.584
*
```

Results
Electronic energy: -16662.464 eV
Frontier orbital gap: 8.8 eV
F_max: 1.51 eV/Å
HOMO level: -8.15 eV
ΔE to the lowest compared entry with this formula, charge and spin: 10.34 kcal per mole


Record 6
The following is a quantum chemistry calculation of 4 unconnected molecules or ions with the total composition C47H87BN4O3 in a non-equilibrium geometry, from the OMol25 dataset.

Geometry as ORCA input:
```
! wB97M-V def2-TZVPD RIJCOSX def2/J DEFGRID3
* xyz 0 1
C 4.943 1.335 5.846
C 3.752 1.608 5.119
B 2.500 2.312 5.923
C 1.084 1.471 5.865
C 1.159 0.205 4.885
O -0.072 -0.562 4.961
C -1.177 0.127 4.333
C -1.734 -0.715 3.072
O -1.846 0.062 1.857
C -0.560 0.433 1.352
C 0.601 -0.600 1.239
C 1.981 -0.228 0.656
C 2.247 1.219 0.138
C 3.725 1.473 -0.501
C 3.887 0.289 -1.615
C 3.691 2.901 -1.224
C 4.753 1.347 0.727
C 6.221 1.945 0.477
C 6.909 1.521 -0.910
C 7.164 1.304 1.650
C 6.316 3.560 0.722
C 1.143 2.297 0.244
C -0.250 1.887 0.843
C 2.644 3.701 6.746
C 2.509 5.039 5.857
C 3.072 4.923 4.367
O 4.293 4.587 4.238
N 2.343 5.213 3.121
C 0.876 5.264 3.294
C -0.034 4.052 3.605
C -1.560 4.159 3.819
C -2.258 5.559 3.724
C -1.378 6.803 3.365
C 0.173 6.659 3.151
H 4.978 1.589 6.967
H 5.877 0.859 5.374
H 3.670 1.337 4.005
H 0.209 2.179 5.663
H 0.928 1.054 6.936
H 1.418 0.533 3.807
H 1.997 -0.506 5.242
H -2.008 0.199 5.136
H -0.950 1.196 3.996
H -1.164 -1.711 2.944
H -2.809 -1.033 3.362
H 0.427 -1.687 1.582
H 2.782 -1.033 0.616
H 2.938 0.381 -2.271
H 3.985 -0.746 -1.151
H 4.758 0.546 -2.331
H 2.765 2.923 -1.913
H 4.663 3.158 -1.786
H 3.533 3.745 -0.455
H 4.300 1.959 1.602
H 4.785 0.259 1.124
H 8.047 1.454 -0.700
H 6.614 0.451 -1.235
H 6.788 2.282 -1.756
H 7.317 0.187 1.472
H 8.181 1.856 1.667
H 6.598 1.490 2.642
H 6.627 3.990 -0.309
H 7.163 3.835 1.438
H 5.302 4.009 1.004
H 1.311 3.367 -0.098
H -1.131 2.621 0.931
H 1.796 3.723 7.533
H 3.623 3.736 7.346
H 3.155 5.843 6.382
H 1.432 5.403 5.945
H 2.513 4.376 2.520
H 0.457 3.026 3.681
H -2.136 3.196 4.081
H -3.382 5.611 3.915
H -1.922 7.807 3.274
H 0.753 7.619 2.893
C -1.617 4.443 -6.676
C -0.604 3.305 -6.601
N 0.573 3.625 -5.801
C 1.670 2.676 -5.978
C 1.439 1.234 -5.532
C 0.325 4.042 -4.424
C -0.456 3.088 -3.523
H -1.145 5.368 -7.017
H -2.408 4.188 -7.385
H -2.091 4.629 -5.709
H -0.285 3.096 -7.628
H -1.110 2.400 -6.241
H 2.565 3.061 -5.477
H 1.933 2.661 -7.042
H 1.450 1.140 -4.446
H 2.246 0.599 -5.912
H 0.500 0.826 -5.911
H -0.213 4.996 -4.451
H 1.277 4.285 -3.941
H -1.350 2.687 -4.007
H -0.789 3.622 -2.627
H 0.159 2.254 -3.184
C -0.290 -6.017 1.550
C -1.388 -4.963 1.627
N -2.314 -5.002 0.501
C -3.166 -3.819 0.410
C -4.153 -3.567 1.547
C -2.986 -6.275 0.260
C -3.808 -6.870 1.401
H 0.244 -5.960 0.598
H 0.436 -5.855 2.351
H -0.686 -7.028 1.668
H -0.891 -3.986 1.640
H -1.910 -5.060 2.588
H -3.717 -3.842 -0.537
H -2.514 -2.940 0.329
H -4.998 -4.256 1.509
H -4.565 -2.557 1.459
H -3.683 -3.641 2.530
H -2.227 -7.010 -0.029
H -3.624 -6.189 -0.626
H -3.278 -6.849 2.357
H -4.032 -7.919 1.181
H -4.764 -6.361 1.521
C -6.807 -6.228 -2.257
C -6.414 -6.592 -3.686
N -6.540 -5.485 -4.628
C -6.467 -5.904 -6.026
C -5.156 -6.512 -6.517
C -5.801 -4.269 -4.302
C -4.290 -4.387 -4.110
H -7.810 -5.795 -2.224
H -6.809 -7.126 -1.633
H -6.105 -5.520 -1.809
H -7.082 -7.401 -4.002
H -5.398 -7.010 -3.681
H -6.726 -5.056 -6.670
H -7.264 -6.637 -6.199
H -4.379 -5.756 -6.638
H -5.308 -6.968 -7.500
H -4.784 -7.294 -5.852
H -6.226 -3.850 -3.383
H -6.002 -3.507 -5.061
H -4.011 -5.232 -3.475
H -3.911 -3.482 -3.625
H -3.766 -4.479 -5.062
*
```

Results
Electronic energy: -62916.398 eV
Frontier orbital gap: 8.3 eV
F_max: 5.02 eV/Å
HOMO level: -8.07 eV


Which of these has the lowest electronic energy?
C30H43BrCeCl2NP


What is the electronic energy in the first record?
-96144.680 eV


electronic energy of number 2 (C20H50N4O13V)?
-79812.171 eV


The highest electronic energy belongs to which entry?
C4H8O2